(1)
{"formula": "C3H3N5", "method": "ωB97M-V with the def2-TZVPD basis set", "species": ["H", "N", "C", "C", "C", "N", "N", "N", "N", "H", "H"], "xyz": [[1.98788, -0.37710, -1.67212], [1.13049, 0.15218, -1.87674], [0.20179, -0.06194, -1.02708], [0.05741, -0.98689, 0.11396], [-0.19542, -0.45059, 1.31386], [-0.11617, 0.86356, 1.62239], [-0.53116, 1.76879, 0.79643], [-1.32382, 1.55610, -0.27220], [-1.01741, 0.72391, -1.17634], [0.05072, -2.06141, 0.00776], [-0.24431, -1.12661, 2.17008]], "total_energy_ev": -10605.071, "charge": 0, "smiles": "[H]/N=c1\\ccnnnn1", "homo_lumo_gap_ha": 0.3152, "de_lowest_kcal_mol": 87.6}


(2)
{"formula": "C3H3N5", "method": "ωB97M-V with the def2-TZVPD basis set", "species": ["C", "N", "N", "C", "N", "N", "C", "N", "H", "H", "H"], "xyz": [[-1.44869, 0.86675, 0.05993], [-2.14787, -0.27046, -0.15817], [-1.35836, -1.35988, -0.14705], [-0.12901, -0.85379, -0.04985], [1.17691, -1.21443, 0.29365], [2.02892, -0.09248, -0.19318], [1.13900, 0.88409, -0.15273], [-0.07515, 0.45007, -0.02272], [-1.97315, 1.85636, 0.68032], [1.33310, -2.21261, -0.17191], [1.45430, 1.94639, -0.13829]], "total_energy_ev": -10606.128, "charge": 0, "smiles": "c1nnc2[nH]ncn12", "homo_lumo_gap_ha": 0.3522, "de_lowest_kcal_mol": 63.2}


(3)
{"formula": "C3H3N5", "method": "ωB97M-V with the def2-TZVPD basis set", "species": ["H", "N", "C", "C", "N", "N", "N", "C", "N", "H", "H"], "xyz": [[-0.52723, 1.79147, -1.69404], [-1.34553, 1.22413, -1.16979], [-0.54109, 0.34394, -0.64702], [0.90797, 0.24031, -0.80108], [1.78939, -0.10489, 0.14666], [1.40156, 0.00377, 1.49521], [0.14064, -0.25180, 1.81856], [-0.72550, -1.00136, 0.97550], [-1.34293, -0.61573, -0.00441], [1.44512, 0.07218, -1.68986], [-1.20240, -1.70201, 1.57027]], "total_energy_ev": -10604.208, "charge": 0, "smiles": "[H]/N=c1\\cnnncn1", "homo_lumo_gap_ha": 0.3195, "de_lowest_kcal_mol": 107.5}


- What is the charge in the first record?
  0


Repeat the first record exactly.
{"formula": "C3H3N5", "method": "ωB97M-V with the def2-TZVPD basis set", "species": ["H", "N", "C", "C", "C", "N", "N", "N", "N", "H", "H"], "xyz": [[1.98788, -0.37710, -1.67212], [1.13049, 0.15218, -1.87674], [0.20179, -0.06194, -1.02708], [0.05741, -0.98689, 0.11396], [-0.19542, -0.45059, 1.31386], [-0.11617, 0.86356, 1.62239], [-0.53116, 1.76879, 0.79643], [-1.32382, 1.55610, -0.27220], [-1.01741, 0.72391, -1.17634], [0.05072, -2.06141, 0.00776], [-0.24431, -1.12661, 2.17008]], "total_energy_ev": -10605.071, "charge": 0, "smiles": "[H]/N=c1\\ccnnnn1", "homo_lumo_gap_ha": 0.3152, "de_lowest_kcal_mol": 87.6}


- What is the charge in the second record?
  0